Density functional theory data (ωB97M-V/def2-TZVPD) for a single C5H13NO molecule in a non-equilibrium geometry.

Geometry (Å):
O  1.3226  2.8540  2.0048
N  0.6948  0.9071  0.7210
C  0.1460  2.2469  1.3752
C  0.0995  -0.3972  -1.3756
C  -0.3195  0.5076  -0.2772
C  -0.8396  -2.3861  -0.1319
C  0.4167  -1.7426  -0.9592
H  -0.6914  -3.2676  0.4436
H  -0.4800  -0.4043  -2.2647
H  0.9812  0.0601  -1.9377
H  0.5534  -2.4649  -1.8645
H  -0.2091  2.8614  0.5074
H  1.2101  -1.7451  -0.2045
H  -1.0895  0.0819  0.2698
H  -1.3238  -1.6848  0.5111
H  1.6865  3.3872  1.2919
H  -0.6758  2.2598  2.1105
H  -0.7558  1.3383  -0.8667
H  -1.5961  -2.7237  -0.9218
H  0.8696  0.3120  1.5683

Kohn-Sham gap	10.153	eV
energy relative to the best compared isomer or geometry (same formula, charge and spin)	2.735	eV
charge	0
max |F|	4.738	eV/A
molecular weight	103.165	Da



Density functional theory data (ωB97M-V/def2-TZVPD) for a molecular structure, C33H35F5N4OP2Sn in a non-equilibrium geometry.

Geometry (Å):
Sn  -0.4699  -1.2904  5.4984
P  2.9743  1.3365  -1.8395
P  0.5453  3.3460  -2.0188
F  -1.8183  -4.8447  9.4049
F  -3.9215  -6.3290  8.4518
F  -3.1471  -4.7393  4.0633
F  -0.5935  -3.0323  7.7023
F  -4.6438  -6.2174  5.8362
O  -1.0659  -3.2290  4.9788
N  2.4205  -0.0360  -2.8036
N  0.7811  5.1209  -2.0318
N  -1.0437  3.4427  -2.7671
N  4.6777  0.8910  -1.9175
C  2.5857  -0.3393  -4.1551
C  -2.7481  3.7522  -4.2258
C  -3.5685  -5.5210  6.2607
C  6.7890  0.4783  -2.6392
C  -3.1562  -2.7027  0.2173
C  -3.1581  -1.6548  1.2700
C  -2.1619  2.7644  -2.2615
C  2.9437  2.5541  -3.2468
C  5.4462  0.4114  -2.9853
C  -1.3055  -4.0421  1.4076
C  -1.7439  -3.9797  5.8344
C  1.5239  -0.9663  -2.2717
C  -1.4101  4.0298  -3.9805
C  -0.3605  -3.0983  1.3461
C  1.8437  -1.4738  -4.4568
C  1.1388  7.1911  -1.1632
C  -3.2271  -5.5373  7.6175
C  6.8604  1.0291  -1.3144
C  -0.2691  -1.9331  0.4122
C  -3.2199  2.9408  -3.1422
C  1.1262  7.2948  -2.5931
C  -2.3362  -0.5937  1.2715
C  -2.6314  -4.0694  0.7070
C  0.9229  5.8539  -0.8453
C  -2.5675  -0.8878  4.9988
C  -2.1535  -4.7829  8.0979
C  0.9176  6.0149  -3.0956
C  -1.4868  -3.9547  7.2199
C  5.5637  1.2783  -0.8973
C  -0.9119  -0.5758  0.8217
C  1.5017  2.9858  -3.5785
C  1.1632  -1.8680  -3.2628
C  -2.8214  -4.7707  5.3772
H  3.5387  3.4174  -2.9002
H  -2.5419  -2.3649  -0.6234
H  4.9797  0.0595  -3.8899
H  -0.5882  -2.2163  -0.6020
H  -3.3741  -4.5246  1.3818
H  5.1652  1.6936  0.0146
H  -2.0784  2.2299  -1.3290
H  -2.5789  -4.7452  -0.1625
H  0.8716  5.3427  0.1029
H  -4.2177  2.5518  -3.0348
H  -3.2558  -1.6168  5.4343
H  1.2952  8.0036  -0.4687
H  0.8116  -1.7175  0.3661
H  -0.2925  -0.1317  1.6258
H  3.4345  2.1561  -4.1473
H  -4.1936  -2.8557  -0.1268
H  0.4907  -2.7095  -3.1537
H  -0.8181  0.1169  -0.0377
H  7.7628  1.2096  -0.7507
H  -0.6948  4.5748  -4.5733
H  1.5267  3.8567  -4.2501
H  -2.8185  0.1112  5.3685
H  1.2350  -0.8689  -1.2388
H  1.2556  8.1880  -3.1865
H  3.1971  0.2772  -4.7988
H  0.5107  -3.1719  2.0142
H  -1.0875  -4.9625  1.9608
H  -2.6577  0.3621  1.7175
H  -3.9112  -1.7848  2.0520
H  1.8004  -1.9553  -5.4231
H  0.9510  2.1852  -4.1019
H  -3.3168  4.1062  -5.0698
H  0.8892  5.6819  -4.1222
H  7.6166  0.1671  -3.2581
H  -2.6914  -0.9124  3.9090

Kohn-Sham gap	7.360	eV
charge	0
max |F|	3.096	eV/A
molecular weight	779.319	Da



Density functional theory data (ωB97M-V/def2-TZVPD) for a gas-phase ion, C2H2NOS2 (charge -1) in a non-equilibrium geometry.

Geometry (Å):
S  -3.5618  -0.7654  -0.1517
S  -2.0597  1.8593  0.5238
O  1.3511  -0.9444  -0.5626
N  -0.9243  -0.6242  -0.6135
C  0.3558  -0.2313  -0.3178
C  -2.0229  -0.1451  -0.1570
H  0.3391  0.7148  0.2501
H  -3.4296  1.7630  0.6547

Kohn-Sham gap	7.673	eV
energy relative to the best compared isomer or geometry (same formula, charge and spin)	0.633	eV
charge	-1
max |F|	2.746	eV/A
molecular weight	120.178	Da



Density functional theory data (ωB97M-V/def2-TZVPD) for a molecular structure, CF4O3PTl in a non-equilibrium geometry.

Geometry (Å):
Tl  -0.3066  -2.7434  0.3090
P  0.7916  0.2281  0.0190
F  1.8029  0.8933  -1.0188
F  0.9090  1.4974  1.0236
F  1.8799  -0.5580  0.9102
F  0.7469  -1.1429  -0.9969
O  -0.6279  -0.3925  0.7298
O  -2.8069  0.5736  -0.0058
O  -0.7588  1.1149  -0.8658
C  -1.6301  0.5297  -0.1044

Kohn-Sham gap	10.631	eV
energy relative to the best compared isomer or geometry (same formula, charge and spin)	0.358	eV
charge	0
max |F|	2.068	eV/A
molecular weight	371.357	Da



Density functional theory data (ωB97M-V/def2-TZVPD) for a single C7H9N molecule in a non-equilibrium geometry.

Geometry (Å):
N  2.2450  0.4927  -0.0794
C  -0.3564  0.0877  -0.2192
C  0.9891  -0.2748  -0.1286
C  1.4139  -1.6709  0.1733
C  3.2449  1.1008  0.1255
C  -0.5362  1.4695  -0.3570
C  -1.3515  -0.9929  0.0210
C  -1.5737  2.2045  -0.0486
H  2.5281  -1.7232  0.3371
H  -1.0614  -1.7997  -0.5391
H  0.3867  2.0503  -0.4835
H  -2.5732  1.9608  0.2081
H  1.2764  -2.3365  -0.7029
H  -1.6482  3.3757  -0.2485
H  0.8434  -2.0982  0.9749
H  -2.3919  -0.6523  -0.1792
H  -1.4353  -1.1934  1.1461

Kohn-Sham gap	8.860	eV
energy relative to the best compared isomer or geometry (same formula, charge and spin)	3.676	eV
charge	0
max |F|	4.732	eV/A
molecular weight	107.156	Da



Density functional theory data (ωB97M-V/def2-TZVPD) for a molecular structure, C12H19O3PdS.

Geometry (Å):
Pd  -0.1843  -0.1287  0.4318
S  -2.2670  -1.4727  1.0105
O  1.7073  -0.6836  -1.3954
O  0.0748  2.0229  -1.1479
O  -1.0398  -0.4157  -2.1201
C  3.0548  -0.3271  -1.2629
C  -1.8029  -0.1408  4.8130
C  -0.3552  1.9431  -2.4797
C  -1.7639  -1.3231  2.6829
C  -0.1535  -1.2359  -2.8248
C  -0.5871  -2.1923  4.6313
C  -1.0101  -1.1179  5.4072
C  1.3252  -0.8647  -2.7317
C  -0.9520  -2.2950  3.2997
C  1.0502  3.0084  -0.9531
C  -2.1713  -0.2369  3.4823
C  -1.3897  0.8318  -2.6454
H  3.2605  -0.2401  -0.1982
H  -2.1410  0.7067  5.4017
H  -2.2880  1.1138  -2.0942
H  1.9580  2.8007  -1.5376
H  0.6774  4.0029  -1.2386
H  -0.6118  -3.1269  2.6960
H  -0.7158  -1.0357  6.4473
H  3.2693  0.6350  -1.7502
H  1.5414  0.0412  -3.3190
H  1.9050  -1.6872  -3.1815
H  0.0343  -2.9637  5.0763
H  1.3008  3.0065  0.1056
H  3.7157  -1.0891  -1.7014
H  -0.8309  2.8911  -2.7798
H  -2.7783  0.5308  3.0193
H  0.5028  1.7854  -3.1512
H  -1.6282  0.7568  -3.7188
H  -0.4180  -1.2777  -3.8939
H  -0.2887  -2.2226  -2.3795

Kohn-Sham gap	4.502	eV
energy relative to the best compared isomer or geometry (same formula, charge and spin)	0.464	eV
charge	-1
max |F|	0.810	eV/A
molecular weight	349.768	Da



Density functional theory data (ωB97M-V/def2-TZVPD) for a single C7H13NS molecule in a non-equilibrium geometry.

Geometry (Å):
S  -2.9804  -1.4801  0.0758
N  -0.3520  -1.5680  0.4480
C  -1.4736  -0.6774  0.1914
C  -2.6697  1.4667  -0.1768
C  0.8696  -1.3301  -0.0499
C  1.8938  -2.1946  0.4749
C  -0.1964  1.5562  0.5627
C  -1.3528  0.6901  0.2137
C  1.2108  -0.3590  -1.2411
H  -3.2306  1.5505  0.7171
H  1.7744  -2.3779  1.6213
H  0.2588  1.9713  -0.3055
H  0.6390  1.1473  1.1172
H  -2.2564  2.4781  -0.4626
H  -0.5169  2.3177  1.3651
H  -3.1029  0.8401  -1.0503
H  1.5339  0.5997  -0.7906
H  0.2170  -0.2464  -1.6904
H  -0.5661  -2.4897  0.7200
H  1.9043  -0.8948  -1.8490
H  1.8821  -3.1440  -0.0333
H  2.8045  -1.7739  0.1847

Kohn-Sham gap (alpha / beta)	5.764 / 5.762	eV
energy relative to the best compared isomer or geometry (same formula, charge and spin)	2.965	eV
charge	0
max |F|	5.452	eV/A
molecular weight	143.255	Da



Density functional theory data (ωB97M-V/def2-TZVPD) for a single C2 molecule.

Geometry (Å):
C  0.4622  -0.3029  0.2894
C  -0.4622  0.3029  -0.2894

Kohn-Sham gap	6.878	eV
energy relative to the best compared isomer or geometry (same formula, charge and spin)	0.000	eV
charge	0
max |F|	0.032	eV/A
molecular weight	24.022	Da



Number 1: DFT total energy -8931.2762 eV. Number 2: DFT total energy -80788.6631 eV. Number 3: DFT total energy -27315.5378 eV. Number 4: DFT total energy -32036.4603 eV. Number 5: DFT total energy -8891.4801 eV. Number 6: DFT total energy -33207.7234 eV. Number 7: DFT total energy -19792.2053 eV. Number 8: DFT total energy -2064.7319 eV.